Below is a 9-piece molecular cluster, C23H65N3O9 overall at a distorted geometry, with properties calculated with wB97M-V/def2-TZVPD.

The calculation puts the LUMO energy at 0.327 eV. As for the gap between HOMO and LUMO: 8.1 eV. As for the total charge: 0.

Last column: Löwdin charge in e.
Atoms and positions in Å:
H1 -3.862 0.253 3.848  0.133
H2 -1.677 -4.209 -5.242  0.064
H3 1.048 4.301 0.398  0.053
H4 0.454 -2.222 -6.511  0.086
O1 2.158 3.295 1.724  -0.234
H5 -3.265 0.949 -0.565  0.071
H6 -0.372 -4.131 -1.667  0.117
H7 -2.537 1.854 3.006  0.069
C1 1.644 2.118 4.268  -0.053
H8 2.052 -0.796 -4.924  0.081
H9 -1.132 -0.281 0.750  0.045
C2 -2.045 -3.396 -4.612  -0.029
C3 2.313 -1.730 -4.428  -0.030
H10 0.880 -5.888 -3.002  0.107
C4 -3.527 1.543 -1.442  -0.149
H11 2.937 0.512 -0.178  0.068
H12 -0.167 -0.351 -3.685  0.060
C5 1.613 -4.016 -3.744  -0.139
H13 2.424 -4.536 -4.265  0.120
H14 3.962 1.625 5.353  0.070
C6 0.890 -3.068 -5.982  -0.028
H15 -2.786 4.422 0.139  0.078
H16 1.505 1.082 4.582  0.060
H17 -2.724 -2.979 2.362  0.094
H18 -3.296 0.966 -2.338  0.075
C7 -2.026 -0.865 3.830  -0.197
C8 -1.113 -3.026 -3.448  -0.518
H19 -1.336 6.020 -0.650  0.076
C9 -1.757 4.501 0.491  -0.148
H20 -2.923 2.419 4.588  0.084
H21 -0.924 2.619 -2.990  0.073
C10 -1.962 -2.249 -2.419  -0.040
H22 -3.046 -3.651 -4.269  0.082
C11 0.120 1.209 0.924  -0.110
H23 2.779 4.606 0.231  0.096
H24 -0.011 0.861 -1.505  0.038
H25 -2.454 0.506 6.362  0.071
H26 0.569 2.049 0.408  0.055
H27 4.150 1.384 0.647  0.067
C12 -2.369 1.639 4.065  -0.054
C13 1.566 -2.000 2.989  -0.165
H28 1.865 5.343 1.600  0.094
H29 -2.149 -1.845 4.303  0.123
H30 -2.487 -1.370 -2.796  0.073
C14 0.120 2.348 -2.780  -0.133
H31 1.854 -1.184 3.658  0.065
H32 2.508 -2.341 2.543  0.078
O2 0.254 0.987 -2.430  -0.129
C15 -2.903 0.249 4.383  -0.439
C16 3.993 0.445 0.121  -0.153
H33 4.102 3.646 2.302  0.131
H34 2.050 -3.741 -2.781  0.118
H35 -0.565 1.653 1.661  0.068
O3 4.704 0.397 -1.107  -0.114
H36 -1.318 -1.957 -1.587  0.076
H37 0.054 -5.409 -4.421  0.099
H38 -1.119 3.834 -0.099  0.048
O4 -4.935 1.766 -1.419  -0.119
H39 1.351 -3.309 4.416  0.078
C17 1.191 -2.769 -4.514  -0.525
C18 -0.640 -4.283 -2.714  -0.138
H40 2.879 4.412 3.300  0.129
H41 -0.982 -0.663 4.123  0.120
H42 -5.209 1.976 -0.525  0.066
H43 -4.032 -1.780 2.254  0.093
C19 1.967 4.474 0.950  -0.074
C20 0.468 -5.004 -3.494  -0.171
H44 0.865 2.399 3.556  0.051
N1 4.082 2.365 4.667  0.026
H45 -2.930 -2.032 0.913  0.084
N2 -3.200 0.098 5.804  0.041
H46 3.318 1.368 3.077  0.127
O5 0.860 -3.043 3.633  -0.113
H47 0.416 3.026 -1.972  0.065
N3 0.030 -2.205 -3.816  -0.098
H48 3.220 -2.131 -4.878  0.084
C21 -2.985 -1.978 2.005  -0.089
H49 4.868 -0.511 -1.364  0.070
O6 -0.409 -0.985 -4.381  -0.030
H50 -1.504 -4.956 -2.672  0.118
O7 -0.770 0.377 0.148  -0.145
C22 3.050 2.266 3.639  -0.426
H51 -1.294 1.730 4.243  0.060
H52 -2.936 2.460 -1.529  0.056
H53 -1.686 4.209 1.535  0.079
H54 0.851 0.612 1.469  0.072
H55 -2.774 -2.887 -2.056  0.082
H56 1.812 -3.367 -6.492  0.085
H57 0.700 2.530 -3.682  0.086
O8 -2.084 -0.968 2.414  -0.210
H58 0.207 -3.909 -6.122  0.062
H59 4.064 -0.445 0.747  0.076
C23 3.117 3.484 2.759  -0.210
H60 4.029 3.217 5.217  0.072
O9 -1.217 5.809 0.280  -0.124
H61 -3.265 -0.860 6.126  0.067
H62 -2.082 -2.523 -5.269  0.086
H63 2.439 -1.490 -3.369  0.082
H64 0.922 -1.640 2.189  0.068
H65 1.510 2.768 5.134  0.081